1.
{
  "formula": "C34H85MnO17",
  "method": "the ωB97M-V functional and the def2-TZVPD basis",
  "total_charge": 1,
  "e_above_lowest_kcal_mol": 14.7,
  "homo_lumo_gap_ev": [7.1, 6.4],
  "multiplicity": 6,
  "e_tot_ev": -102745.86524,
  "s2": 8.756,
  "species": ["H", "C", "H", "H", "H", "O", "H", "H", "H", "C", "H", "H", "H", "O", "C", "H", "H", "H", "H", "H", "H", "H", "H", "H", "C", "H", "O", "H", "O", "O", "C", "O", "H", "H", "H", "C", "H", "C", "C", "C", "C", "H", "H", "H", "C", "C", "C", "C", "H", "O", "C", "H", "C", "C", "O", "H", "H", "H", "H", "C", "H", "H", "H", "H", "H", "H", "H", "C", "H", "O", "C", "C", "H", "H", "O", "H", "H", "C", "H", "H", "H", "H", "H", "C", "O", "C", "C", "H", "H", "H", "H", "C", "O", "H", "H", "H", "H", "H", "H", "H", "C", "H", "H", "H", "O", "O", "H", "H", "H", "H", "O", "H", "C", "C", "H", "C", "H", "H", "O", "H", "H", "H", "O", "H", "H", "H", "H", "C", "C", "C", "H", "Mn", "H", "H", "H", "H", "C"],
  "coordinates": [[-2.51760, 3.40002, -4.00035], [0.62228, 2.80820, -3.89236], [7.66099, 3.35816, 1.95752], [2.80001, -1.04975, 3.25142], [-3.57220, 3.75416, -0.97359], [-3.82566, 5.06948, 3.83555], [-2.72604, -3.92098, 5.09105], [1.81033, -2.41812, 3.69767], [-5.07630, -0.65732, 0.77849], [-0.48828, -4.59578, -0.10719], [1.67341, 3.02791, -6.14125], [4.31950, -4.75832, -1.65861], [2.96764, -2.13391, -6.53282], [-2.44507, 2.88812, 2.28456], [5.87693, 1.57678, 0.40818], [-0.55177, -5.01766, 0.89775], [5.84625, -3.56511, 2.75276], [6.21048, -3.12511, 5.72858], [-1.91971, -5.75691, 6.07565], [-1.97580, -6.16621, 4.35324], [-1.08838, -3.53008, 5.50426], [-0.82229, -1.76017, 3.78568], [2.74188, -4.26937, -1.01545], [-1.47327, -4.47610, -0.55745], [3.71831, -3.45635, 2.26983], [-6.01033, 2.44878, 0.89417], [0.39488, -5.54283, -0.71825], [-1.35450, -0.59182, -0.02272], [1.39995, 1.75601, -4.50313], [-1.98112, 4.12514, -2.19522], [2.10474, -1.78815, 2.84629], [2.74320, -2.54516, 1.84272], [-7.62763, 2.72115, 0.40153], [3.69450, 1.58666, -6.38454], [-3.92625, -1.57715, -2.53479], [-1.57248, -2.35216, 3.24711], [-7.49531, -0.82921, 0.32978], [-4.06340, -1.00713, -1.61514], [-7.04797, 2.25365, 1.20786], [0.34563, -5.43056, -2.13282], [-0.42520, -0.80913, -0.54105], [-5.07956, 0.85627, -0.18762], [-3.80083, 2.36992, 3.82982], [6.05761, 0.49810, 0.55837], [-3.74497, 2.83098, 2.83790], [-1.68415, -4.14639, 4.80873], [-2.17811, 5.55203, -4.14047], [-3.39911, 7.07113, -2.75631], [4.36886, 1.23791, -1.07567], [2.55392, -0.15356, -5.93790], [-5.53260, -0.13738, -0.06676], [-2.54841, -2.09311, 3.67742], [-7.02209, 0.13714, 0.16472], [-2.53245, 5.58341, 3.59375], [-7.21643, 0.87230, 1.37401], [8.06869, 1.72405, 1.56762], [5.19408, -1.91169, 2.43348], [6.51453, 1.90578, -0.42135], [-4.24174, 4.79255, 1.87520], [1.57193, 1.96477, -5.90924], [-4.35655, 2.17565, 2.19781], [0.64756, 1.72354, -6.44619], [-3.41458, -0.12835, -1.72010], [-3.74185, 4.38230, -3.18005], [7.33622, 2.01403, 3.16910], [2.90949, 2.82896, -1.66201], [-2.62103, 6.08358, 2.61913], [5.99589, -2.41357, 4.92601], [3.95765, -4.18790, 1.49759], [4.00795, 3.02351, 0.04281], [0.64434, -5.71223, 3.97380], [-1.41360, -5.61683, 5.12236], [4.42120, -1.13614, -6.15836], [-1.67814, 4.91025, 3.46555], [-0.06211, -5.97721, 5.17044], [-0.55795, -1.60825, -1.27871], [3.39130, -0.94784, -7.63201], [-4.32535, 4.23610, 2.82271], [-2.20927, 6.22908, 4.40621], [0.27045, 1.22620, -0.87149], [-2.88147, 5.79759, -4.95220], [-1.19117, 5.40245, -4.57587], [-3.62965, 6.45505, -1.87899], [4.44389, 1.68148, -0.06811], [-2.18683, 6.71489, -3.35244], [1.56211, -6.19656, -2.66050], [-2.67374, 4.31933, -3.41836], [3.76309, 1.02705, 0.49400], [3.42596, -5.95911, -0.87215], [3.22834, -4.06165, 3.04776], [0.08222, -3.66768, -0.00550], [2.79981, 3.20540, -0.63537], [2.70614, -5.37059, -2.76444], [-5.40789, 4.16570, 2.96383], [-3.31638, 8.07861, -2.35012], [5.89323, -1.48047, 5.49748], [1.17414, -1.38067, 2.46056], [0.73236, 2.68138, -2.81722], [-0.79809, 0.67321, -2.04939], [-0.73760, 1.85925, 2.08231], [-1.80090, 1.64634, 2.18843], [-1.46512, -2.26399, 2.16955], [2.47811, 4.23427, -0.80404], [0.35528, -1.12150, 0.15356], [-1.43411, -3.74023, 3.49256], [6.01124, 2.14232, 1.67761], [1.39909, -6.63156, -3.64589], [-2.11190, 1.10635, 1.28190], [0.08665, -5.95953, 3.06520], [0.20675, -4.41288, -2.51111], [1.15550, -0.00424, -2.22847], [-7.47194, 0.74943, -0.61743], [3.40969, -1.13782, -6.55671], [0.05540, 0.30946, -1.44884], [0.94136, -4.66247, 3.95639], [-2.66224, 3.25659, -1.32339], [1.90552, 2.70831, -0.24030], [-2.00682, 2.92966, -0.52061], [-5.41153, -0.82295, -1.30039], [-1.97989, 0.94220, 3.00637], [1.51758, -6.36544, 3.96264], [-7.18634, 2.76967, 2.15386], [4.77665, -2.71627, 4.28307], [6.88665, -2.24660, 4.31965], [1.64293, -7.02583, -1.94914], [-2.92908, 2.30715, -1.81745], [-4.24491, 7.07597, -3.45390], [3.28349, -5.07999, -1.50790], [4.99320, -2.89520, 2.87649], [7.34689, 2.32710, 2.12924], [-3.59539, -1.63375, -0.84237], [2.18781, -0.07964, -3.87010], [-0.42290, 2.55153, -4.06415], [0.89270, 3.82329, -4.16628], [-0.53184, -5.99799, -2.48531], [2.54027, 1.11475, -7.59623], [2.69860, 1.15607, -6.51704]]
}

***

2.
{
  "formula": "C34H87N5O14",
  "method": "the ωB97M-V functional and the def2-TZVPD basis",
  "total_charge": 0,
  "e_above_lowest_kcal_mol": 153.6,
  "homo_lumo_gap_ev": 8.7,
  "multiplicity": 1,
  "e_tot_ev": -72769.50078,
  "smiles": "COCCNCCOC.COCCNCCOC.COCCNCCOC.COCCNCCOC.COCCNCCOC.OCCO.OCCO",
  "species": ["H", "H", "C", "H", "H", "N", "H", "C", "H", "H", "H", "H", "H", "H", "H", "C", "C", "H", "C", "H", "H", "H", "C", "C", "H", "H", "H", "H", "C", "H", "H", "H", "O", "H", "H", "H", "C", "C", "C", "H", "O", "C", "H", "H", "H", "H", "H", "O", "H", "H", "H", "H", "H", "C", "O", "H", "N", "C", "C", "H", "H", "H", "C", "C", "C", "H", "C", "C", "H", "H", "H", "H", "O", "H", "H", "H", "C", "H", "O", "H", "H", "H", "C", "C", "O", "H", "H", "H", "H", "C", "H", "C", "C", "H", "H", "H", "H", "H", "H", "H", "C", "H", "H", "H", "H", "H", "H", "H", "H", "H", "H", "H", "H", "H", "N", "H", "C", "C", "O", "H", "C", "H", "O", "H", "N", "O", "H", "O", "O", "H", "H", "C", "O", "C", "O", "C", "N", "C", "H", "H"],
  "coordinates": [[-4.04576, 2.66196, 3.07640], [9.58910, -0.65198, 7.59444], [-0.16469, 10.15769, 0.30868], [2.61257, -3.56048, -4.32153], [-9.55810, -10.96192, -4.91324], [-1.13278, -0.18535, -5.50687], [-1.38977, 0.07289, -3.32999], [14.06992, -0.88765, 3.42217], [-8.09233, -9.90359, -7.39469], [-8.46330, -7.91861, -6.89282], [11.53811, -1.62499, 6.37363], [-9.38828, -5.49436, -5.88579], [-2.70888, -0.61300, 1.01392], [-12.24222, 2.57908, -0.30899], [5.40259, -5.11861, 2.72397], [0.50541, -1.90933, -4.65777], [-1.73278, 0.38249, -4.31720], [-2.34587, 8.30739, 1.01059], [-4.21265, 2.69431, 1.99974], [-7.42972, -10.87665, -6.11321], [-3.56298, 9.62709, 2.76720], [-1.59659, 2.29517, -5.42229], [-3.07241, 9.48221, 4.76877], [10.14513, 0.26996, 7.42434], [-10.57509, 1.62428, -2.28244], [1.03586, 3.10130, -5.38272], [0.31339, 7.72628, 0.78701], [-1.21649, 10.10397, 0.02773], [-7.84700, -12.60636, -7.75117], [-1.55721, 7.69305, 3.74309], [-1.96391, 2.50798, -3.79142], [0.04751, 4.20689, -4.43261], [6.03781, -5.25864, 2.01792], [14.87878, -1.59692, 3.59761], [4.13172, 1.63594, 3.13713], [-3.44579, 0.56836, 3.05625], [1.73544, -3.71017, -3.69198], [7.37771, -5.69980, 4.02170], [0.62800, 3.28536, -4.38880], [5.67373, -6.02752, 4.67492], [11.23391, 0.31459, 6.45624], [-2.64717, 9.35130, 3.29001], [3.70493, 0.97412, 1.58189], [12.49724, -1.04443, 7.69645], [1.48281, 3.37077, -3.71789], [-5.28713, 2.77348, 1.83433], [-8.39754, -13.38528, -8.27868], [0.10169, 9.55138, 1.63085], [12.35681, -0.14347, 4.07924], [7.27743, -3.84714, 2.85321], [3.15908, 0.19307, 3.10409], [-10.38242, -10.19227, -6.32244], [-3.75799, 8.72613, 5.15145], [-8.36511, -10.59273, -6.59545], [-1.97393, 9.55429, 5.69473], [7.16175, -6.74381, 3.79475], [-9.32855, -8.84226, -5.14680], [-1.94556, -0.32328, 1.73606], [-9.16082, -7.68077, -6.08971], [-0.35552, 0.31516, -5.91364], [-1.88713, 1.51233, 2.87025], [-1.57146, -2.25431, -4.96418], [-11.49292, 1.53715, -1.70098], [14.72382, 0.47849, 3.01648], [7.29232, -4.91740, 2.64725], [1.52155, 1.65252, 0.64458], [1.07347, 1.62170, 1.63774], [-2.62160, 0.85598, 2.40350], [-1.86732, -1.03579, 2.55721], [-10.12886, -7.59971, -6.58412], [-1.38036, 10.10926, 7.46641], [1.67992, -3.27202, -2.69546], [6.28727, -5.31020, 4.84992], [-2.81299, 9.00886, 7.56380], [0.50273, -1.29086, -3.76022], [-0.89357, 0.76069, 0.40166], [-2.34497, 9.83991, 7.03616], [-13.64668, 0.99439, -2.12859], [13.65685, 1.45149, 2.73694], [-7.24064, -12.13510, -8.52470], [-9.56555, -6.45599, -4.47462], [1.09250, -0.60254, 1.66402], [-12.78989, 1.45588, -2.61956], [-7.32962, -4.84012, -4.61107], [0.02227, 2.02109, -4.04176], [15.39358, 0.77212, 3.82474], [0.49577, 8.02147, 2.59540], [1.71594, -4.78184, -3.49397], [-8.43973, -8.81587, -4.66785], [-8.95633, -6.35354, -5.37264], [-2.83871, 10.76607, 7.33036], [-1.31296, 1.92042, -4.43882], [13.37718, -0.67956, 5.76584], [-0.42983, -2.05765, -6.35797], [13.61252, -1.23343, 2.49518], [10.23983, 0.70046, 8.42123], [-7.98738, -4.25206, -3.97103], [-12.92308, 2.42289, -3.10459], [-3.72808, 10.34709, 4.86965], [-6.98330, -4.26679, -5.47099], [-9.49228, -10.20362, -5.69346], [-1.75338, 6.71310, 1.57186], [-6.44770, -4.96903, -3.98362], [-3.90072, 3.62591, 1.52761], [15.31903, 0.29058, 2.12289], [13.81151, 0.32008, 5.75328], [14.20715, -1.31302, 6.07885], [0.23334, 0.08764, 3.00857], [8.26971, -5.48928, 4.61172], [14.46424, 2.90636, 1.41889], [-12.24611, 1.00955, -4.38708], [-7.26235, -13.00312, -6.92121], [1.32407, -1.63673, -5.32379], [13.18157, 3.34891, 2.44134], [-0.70603, 0.06700, 1.11140], [-1.84449, 10.03446, 3.01233], [0.41178, 0.20297, 1.93948], [12.13050, -0.77276, 6.70660], [-8.78763, -11.69951, -7.30442], [0.53231, 9.69906, -0.39271], [-0.10258, 8.16233, 1.69526], [0.28912, 11.14523, 0.22556], [0.54442, -3.34731, -4.38049], [-11.40516, 0.63001, -1.10306], [12.97935, -0.87831, 4.38347], [-11.56013, 2.68203, -0.97663], [0.36169, 2.44679, 1.61152], [-3.47191, 1.58622, 1.50557], [2.04725, 1.88558, 2.62853], [-2.81884, 0.29673, -4.35221], [9.40973, 0.91613, 6.94502], [3.32902, 1.13989, 2.59149], [-12.63023, 0.52420, -3.65326], [-0.81282, -1.62732, -5.43264], [-7.64400, -6.15581, -4.98098], [-1.69611, 7.79178, 1.71773], [-2.24932, 7.99547, 3.07255], [14.06963, 2.71734, 2.41721], [8.28578, -5.06366, 2.22326], [14.76394, 3.13210, 3.14796]]
}